[1]
Computed, not measured: a 2-piece molecular cluster, C4H7IN2S overall, with wB97M-V/def2-TZVPD.

Summary:
maximum force = 4.746 eV Å⁻¹
HOMO = -9.115 eV
Kohn-Sham gap = 9.4 eV
SMILES string = C/N=C/CN=C=S.I

Structure (XYZ):
```
15
Properties=species:S:1:pos:R:3:forces:R:3
C -2.04640 1.19284 -0.13011 0.835 1.041 -0.507
C 0.38429 -0.55335 0.55125 -0.323 0.870 -0.054
C 0.40584 0.61526 -0.37046 -2.011 2.038 1.917
C 0.42735 -2.81892 0.85351 0.455 -4.601 -1.073
N 0.38343 -1.70598 0.03480 0.390 1.910 -0.162
N -0.89219 1.33926 -0.35023 1.342 -1.417 0.009
S -3.55283 1.49362 0.00062 -2.159 -0.284 0.444
I 1.56403 4.19820 -1.62622 -0.999 0.152 -0.366
H 0.26186 -0.19165 1.60581 0.293 -1.194 -0.315
H 0.00047 4.37938 -2.16536 0.996 -0.140 0.368
H 1.01938 1.45552 -0.09121 1.159 -0.353 0.237
H 0.56928 0.33410 -1.33640 0.672 -0.823 -2.624
H 1.27949 -3.52686 0.51895 -0.988 1.210 0.165
H 0.64543 -2.69769 1.88529 -0.441 0.481 1.235
H -0.44944 -3.51373 0.61977 0.777 1.111 0.726
```
Positions in Å, forces in eV/Å.

***

[2]
Computed, not measured: C27H34N9PdS2 as an isolated structure, with wB97M-V/def2-TZVPD.

Summary:
maximum force = 0.726 eV Å⁻¹
net charge = -1
HOMO = -2.780 eV
Kohn-Sham gap = 5.3 eV

Structure (XYZ):
```
73
Properties=species:S:1:pos:R:3:forces:R:3
Pd -0.36135 -1.10348 0.02772 -0.319 0.201 0.501
C 1.16456 -1.52830 6.11899 -0.034 0.051 0.047
C 1.20878 -2.59253 5.02578 -0.169 0.091 -0.020
N -0.00730 -2.66634 4.24324 0.109 0.086 -0.109
C -0.32460 -1.78780 3.22054 0.189 0.006 0.208
S 0.91437 -0.93427 2.38448 0.001 -0.184 -0.104
N -1.62366 -1.66780 3.03086 -0.074 -0.009 0.071
N -1.97685 -1.15969 1.83979 0.147 -0.121 0.033
C -3.08610 -0.52698 1.73035 -0.174 0.014 0.079
C -4.01255 -0.24033 2.87863 -0.063 0.040 -0.019
C -3.43513 -0.08914 0.37401 -0.019 0.080 -0.100
C -4.69590 0.45652 0.09646 -0.079 0.045 0.015
C -5.00665 0.85742 -1.18815 0.042 0.003 -0.031
C -4.05417 0.70496 -2.18878 -0.039 0.012 0.035
C -2.83038 0.16482 -1.83116 0.173 0.045 -0.041
N -2.50953 -0.20636 -0.59414 0.147 -0.097 -0.126
H 2.09037 -1.52530 6.70503 -0.074 0.002 -0.054
H 0.32658 -1.70430 6.80303 0.086 0.022 -0.055
H 1.03813 -0.54210 5.66437 0.001 -0.069 0.042
H 1.39594 -3.57726 5.45786 -0.020 -0.055 0.030
H 2.01986 -2.37569 4.33855 0.098 0.001 -0.086
H -0.83405 -2.99729 4.71701 -0.015 -0.006 0.023
H -3.57183 -0.63369 3.79102 0.001 0.012 -0.009
H -4.99268 -0.70956 2.73441 0.066 0.022 0.016
H -4.17784 0.83665 2.99652 -0.010 -0.044 -0.012
H -5.42331 0.56335 0.89214 0.050 -0.026 -0.063
H -5.98030 1.28079 -1.40820 0.020 -0.012 0.002
H -4.24141 0.99883 -3.21428 -0.001 0.005 0.044
H -2.04718 0.03635 -2.57693 -0.162 -0.013 0.161
N 1.18624 0.71108 -1.83722 -0.292 0.657 0.106
S 0.89688 2.26369 -1.84640 0.024 -0.131 0.063
C -0.27424 2.61331 -0.50145 -0.031 -0.089 -0.068
C 0.11673 2.09949 0.73055 -0.051 -0.002 -0.045
C -0.72670 2.22002 1.82620 0.010 0.005 0.014
C -1.95045 2.85687 1.69113 -0.076 -0.009 0.016
C -2.34504 3.35708 0.45566 0.005 -0.024 0.012
C -1.51285 3.23037 -0.64826 0.087 0.016 0.053
C -0.14772 2.74885 -3.25962 0.048 -0.040 0.039
C -0.37274 4.08614 -3.56273 0.024 0.044 -0.007
C -1.09447 4.41847 -4.70170 0.028 -0.006 0.059
C -1.57010 3.41690 -5.54068 0.018 -0.086 0.026
C -1.31270 2.08317 -5.24477 -0.027 0.063 -0.018
C -0.59138 1.74999 -4.10500 -0.023 -0.083 0.010
H 0.34646 0.25142 -1.40009 0.333 -0.272 -0.268
H 1.04607 1.55306 0.82697 -0.022 0.009 -0.009
H -0.43243 1.76206 2.76385 -0.015 0.021 -0.076
H -2.61831 2.93112 2.54353 0.046 0.007 -0.052
H -3.31917 3.81982 0.33645 0.061 -0.025 0.017
H -1.84829 3.59414 -1.60805 -0.006 -0.027 -0.020
H 0.00653 4.86426 -2.90574 -0.021 -0.057 -0.050
H -1.28297 5.45963 -4.93719 0.008 -0.034 0.010
H -2.13077 3.67833 -6.43017 0.014 -0.013 0.017
H -1.66947 1.30073 -5.90463 0.012 0.028 0.017
H -0.34676 0.72129 -3.85305 0.019 0.063 -0.058
C 5.64607 -2.88159 -1.66071 -0.004 -0.042 -0.034
C 5.16425 -1.92237 -0.57504 -0.090 -0.053 0.002
C 4.56217 -0.65626 -1.17740 0.016 0.055 0.017
C 4.18792 -2.60683 0.39037 -0.031 0.025 -0.101
N 3.02222 -3.17043 -0.27099 -0.015 0.165 0.128
C 1.86990 -2.55913 -0.59078 0.290 -0.371 0.028
N 1.08060 -3.44553 -1.16059 0.258 -0.128 -0.131
N 1.77977 -4.60627 -1.17520 0.316 0.095 0.150
N 2.95013 -4.45906 -0.64320 -0.580 0.260 -0.169
H 6.48470 -2.44557 -2.21157 -0.073 -0.029 0.027
H 4.84471 -3.08892 -2.37636 0.051 0.001 0.071
H 5.96470 -3.83963 -1.23939 0.004 0.076 -0.039
H 6.02245 -1.63270 0.04110 0.021 -0.031 0.021
H 3.63340 -0.85703 -1.71488 0.027 0.004 -0.014
H 5.25907 -0.20102 -1.88631 -0.018 -0.003 0.043
H 4.32996 0.08217 -0.40516 -0.009 -0.041 -0.044
H 3.81936 -1.89577 1.12995 -0.044 0.009 0.045
H 4.66937 -3.42815 0.91689 0.048 -0.051 -0.004
H 1.69107 -1.50873 -0.34744 -0.217 -0.056 -0.261
```
Positions in Å, forces in eV/Å.

***

[3]
Computed, not measured: C37H57N4OPTeTi as an isolated structure, with wB97M-V/def2-TZVPD.

Summary:
maximum force = 0.746 eV Å⁻¹
net charge = +4
HOMO = -17.941 eV
Kohn-Sham gap = 5.5 eV

Structure (XYZ):
```
102
Properties=species:S:1:pos:R:3:forces:R:3
Ti -0.76438 0.38067 -0.21328 -0.360 0.644 -0.109
C -1.12230 -1.71050 -0.91693 -0.055 -0.088 -0.074
C -2.37981 -1.35856 -0.31787 0.058 0.024 0.016
C -2.97036 -0.34679 -1.17904 0.018 -0.099 -0.039
C -1.96461 -0.01263 -2.13756 -0.023 -0.198 -0.055
C -0.87954 -0.92243 -2.05928 -0.066 -0.046 -0.066
C 0.27048 -1.01136 -3.03465 0.040 0.043 0.046
C 0.70507 0.40405 -3.43201 -0.014 -0.003 0.018
C 1.44537 -1.77549 -2.41910 -0.017 0.025 0.015
C -0.25197 -1.76164 -4.27316 0.037 0.011 -0.015
C -4.41386 0.08980 -1.43278 -0.017 -0.023 0.017
C -4.98722 -1.09175 -2.26672 -0.026 0.018 0.009
C -5.28843 0.31746 -0.20012 0.016 0.018 0.000
C -4.50578 1.30855 -2.36689 0.035 -0.005 0.001
C -2.93072 -2.17439 0.86781 -0.021 0.009 0.003
C -4.02713 -3.13075 0.35103 -0.012 0.013 0.003
C -1.82563 -3.07568 1.45103 -0.011 -0.013 -0.023
C -3.50498 -1.30513 2.01996 0.024 -0.001 -0.001
H -0.48149 -2.50778 -0.57124 0.059 0.079 0.072
H -2.09756 0.71531 -2.92417 0.003 0.055 0.053
H 0.95768 1.01014 -2.54727 0.011 0.001 -0.008
H -0.06467 0.93025 -3.99673 -0.006 0.010 0.014
H 1.60023 0.37210 -4.05223 -0.002 0.003 -0.004
H 1.73210 -1.37234 -1.43828 0.031 0.017 -0.015
H 2.31209 -1.70377 -3.07549 -0.007 -0.031 -0.013
H 1.21002 -2.83456 -2.29967 -0.009 0.006 0.041
H -1.04519 -1.20430 -4.77240 -0.012 -0.006 0.008
H -0.63324 -2.74812 -4.00771 0.009 -0.005 -0.002
H 0.56294 -1.89512 -4.98587 -0.002 0.010 -0.005
H -5.09583 -2.00489 -1.69260 0.011 -0.005 -0.005
H -4.36954 -1.29740 -3.14255 -0.006 0.008 -0.009
H -5.97588 -0.79824 -2.62132 -0.005 -0.004 0.009
H -5.43670 -0.58886 0.38062 0.019 0.004 0.013
H -6.27415 0.64379 -0.52919 -0.006 -0.016 -0.001
H -4.89663 1.09964 0.45384 -0.015 0.013 -0.009
H -4.15830 1.08158 -3.37549 0.021 0.008 0.006
H -3.98097 2.19526 -2.01169 -0.026 0.009 0.014
H -5.55345 1.59141 -2.45571 -0.003 -0.013 -0.018
H -3.73295 -3.61404 -0.58151 0.008 -0.018 0.011
H -4.97968 -2.62975 0.20539 0.005 0.006 -0.018
H -4.18482 -3.91145 1.09571 -0.012 0.011 0.008
H -1.56338 -3.88226 0.76528 0.015 0.009 -0.006
H -2.20597 -3.54491 2.35782 -0.004 -0.013 -0.008
H -0.91150 -2.53314 1.71451 -0.005 -0.001 0.016
H -3.69695 -0.26715 1.74640 -0.011 -0.003 0.002
H -2.87754 -1.35015 2.92486 0.009 0.013 -0.002
H -4.45755 -1.70573 2.36586 0.006 -0.008 0.014
O -0.99349 0.07337 1.74455 -0.031 -0.055 0.020
C -0.22742 0.80900 2.73564 0.050 -0.020 0.003
C 0.87535 1.51893 2.00936 -0.004 -0.021 0.014
C 1.85874 2.20144 2.69919 -0.023 0.031 0.003
C 2.80572 2.91990 1.98309 -0.006 -0.003 -0.001
C 2.74287 2.92791 0.59336 -0.009 0.004 -0.003
C 1.74580 2.21044 -0.02737 -0.008 0.029 -0.011
N 0.81808 1.50671 0.66121 0.123 -0.208 0.065
H -1.73914 -0.42378 2.14971 0.004 0.002 -0.006
H 0.16000 0.10412 3.47141 -0.005 -0.012 -0.011
H -0.89120 1.51844 3.23479 0.003 0.000 0.003
H 1.86717 2.19490 3.78211 0.001 -0.006 0.001
H 3.57506 3.47828 2.50161 0.001 -0.001 0.003
H 3.45257 3.48746 -0.00032 -0.002 0.001 -0.004
H 1.66713 2.20312 -1.10643 0.007 -0.001 0.000
C 5.82333 -3.73233 0.73482 0.007 0.012 -0.005
N 4.74024 -4.48879 1.52715 -0.003 -0.017 0.000
C 4.98855 -4.24096 3.02877 0.008 0.009 0.007
N 5.00423 -2.84820 3.30018 0.010 -0.002 0.010
C 6.04405 -2.18418 2.51660 -0.005 -0.004 -0.004
N 5.81851 -2.35552 1.08164 0.010 0.007 -0.004
C 4.63570 -1.64297 0.60997 -0.017 -0.008 -0.003
P 3.05378 -2.23258 1.40732 0.211 -0.158 0.078
C 3.36137 -4.05556 1.12167 -0.018 0.013 0.010
C 3.69797 -2.21333 3.16089 -0.003 -0.007 -0.012
H 5.61483 -3.88776 -0.32310 0.004 -0.006 0.000
H 6.77295 -4.19836 0.99660 -0.003 0.000 0.008
H 4.84182 -5.48971 1.34293 -0.001 0.001 0.000
H 5.95435 -4.69277 3.25383 -0.002 -0.004 0.000
H 4.20144 -4.75849 3.57576 -0.004 0.001 -0.005
H 7.01297 -2.61005 2.77761 -0.001 -0.002 -0.001
H 6.06087 -1.12296 2.75809 -0.001 0.000 -0.001
H 4.56085 -1.74035 -0.47573 0.000 -0.007 0.000
H 4.76131 -0.57975 0.82678 0.001 -0.001 -0.012
H 3.23176 -4.30094 0.06674 0.007 0.003 -0.003
H 2.64590 -4.64606 1.69571 -0.002 -0.004 -0.007
H 2.98153 -2.70939 3.81955 0.000 0.004 -0.001
H 3.77792 -1.17702 3.49668 -0.004 -0.005 0.006
C -1.51018 3.86260 -1.81430 -0.019 -0.020 0.008
Te -2.24982 2.78593 -0.10360 0.037 -0.011 0.016
C -1.11896 4.18642 1.06093 -0.002 0.009 -0.061
C -0.99456 5.37630 0.13430 0.013 -0.004 -0.018
C -0.69370 6.63150 0.65393 -0.009 0.006 0.003
C -0.55228 7.71507 -0.19793 0.000 -0.002 -0.001
C -0.72072 7.55381 -1.56779 -0.001 -0.004 0.001
C -1.03423 6.30934 -2.08978 -0.003 0.004 0.000
C -1.16791 5.21616 -1.23865 0.019 -0.010 0.010
H -2.31715 3.89603 -2.54452 0.001 0.004 -0.002
H -0.65829 3.33456 -2.24563 -0.005 -0.004 -0.003
H -0.15419 3.77653 1.35220 -0.004 -0.013 0.009
H -1.70585 4.40580 1.95193 0.001 0.008 -0.001
H -0.58579 6.76817 1.72294 -0.001 0.000 0.001
H -0.32921 8.69191 0.20886 -0.001 0.001 -0.001
H -0.62792 8.40421 -2.22929 0.000 0.002 0.001
H -1.18799 6.19452 -3.15556 -0.002 0.000 -0.001
```
Positions in Å, forces in eV/Å.

***

[4]
Computed, not measured: an isolated ion of composition C5H10NO2 and charge -1, with wB97M-V/def2-TZVPD.

Summary:
maximum force = 1.456 eV Å⁻¹
net charge = -1
HOMO = -3.861 eV
Kohn-Sham gap = 7.6 eV
SMILES string = NCCCCC(=O)[O-]

Structure (XYZ):
```
18
Properties=species:S:1:pos:R:3:forces:R:3
O -2.93300 1.27139 1.19880 -0.100 0.242 -0.113
C -2.53220 0.09449 1.24207 0.624 -0.665 0.325
O -2.74810 -0.78709 2.10706 -0.179 0.124 -0.077
C -1.60460 -0.36924 0.04687 -0.175 0.298 1.073
C -0.45082 0.60162 -0.14899 0.048 0.489 0.045
C 0.85071 0.18370 0.54946 -0.367 0.226 0.235
C 1.72377 -0.68156 -0.33824 -0.047 -0.195 -0.428
N 2.45680 0.13850 -1.32752 0.335 -1.050 -0.346
H -1.24535 -1.36619 0.28827 0.041 -0.190 -0.104
H -2.32098 -0.43563 -0.74727 -0.066 0.027 -0.968
H -0.22992 0.89395 -1.17596 0.054 -0.486 -0.477
H -0.75531 1.55979 0.25540 -0.321 0.156 0.356
H 0.62461 -0.31894 1.48980 -0.172 -0.205 -0.024
H 1.33199 1.11276 0.86100 0.600 -0.077 -0.127
H 1.05078 -1.39094 -0.83725 0.008 0.033 -0.047
H 2.44433 -1.30927 0.18733 0.061 0.207 0.331
H 2.01848 1.01935 -1.38134 -0.525 1.346 0.181
H 2.31880 -0.21670 -2.26948 0.181 -0.280 0.164
```
Positions in Å, forces in eV/Å.

***

[5]
Computed, not measured: C35H37NO3P2Re as an isolated structure, with wB97M-V/def2-TZVPD.

Summary:
maximum force = 6.231 eV Å⁻¹
net charge = +2
HOMO (spin up / spin down) = -12.777 / -14.177 eV
2S+1 = 4
Kohn-Sham gap (spin up / spin down) = 6.4 / 6.0 eV

Structure (XYZ):
```
79
Properties=species:S:1:pos:R:3:forces:R:3
Re 0.54072 -0.28420 -0.42848 2.705 2.972 4.762
C 1.96507 -1.30637 -2.07353 0.552 -0.475 -0.912
C 1.35349 -0.18572 -2.80064 0.742 -0.506 -0.992
C -0.02901 -0.39243 -3.47549 0.181 0.528 -0.170
C -1.00594 -1.45120 -2.96072 -0.393 0.273 1.090
C -1.16914 -1.47289 -1.39690 -2.325 -1.160 -2.325
C -0.11591 -2.13587 -0.55672 -0.316 -2.177 -0.353
C 0.77638 -3.22006 -1.14933 -0.185 -0.389 0.394
C 1.63351 -2.74736 -2.34987 -1.107 -0.434 0.325
C -0.93951 0.44351 3.34171 0.239 0.603 0.127
H 3.04811 -1.21037 -1.93445 -0.512 0.364 0.544
H 2.00931 0.26974 -3.55800 0.304 -0.429 -0.580
H 0.19605 -0.64358 -4.51486 0.031 0.114 -0.039
H -0.52608 0.58046 -3.50756 -0.105 -0.194 -0.032
H -1.98749 -1.19481 -3.38999 0.298 -0.195 0.123
H -0.76301 -2.46442 -3.28719 -0.106 0.295 0.005
H -2.00334 -2.13887 -1.16341 -0.578 -0.414 -0.270
H -0.58609 -2.46687 0.40726 0.676 0.218 -0.774
H 0.14775 -4.10392 -1.34824 0.494 0.015 -0.049
H 1.49394 -3.45358 -0.34840 -0.371 -0.163 -0.072
H 2.52386 -3.39729 -2.47503 -0.410 0.624 0.267
H 1.04894 -2.84290 -3.26466 0.271 0.010 -0.067
H 0.04193 0.43288 2.86137 0.098 -0.037 0.323
H -0.92855 -0.06587 4.31880 -0.045 0.188 -0.454
H -1.22597 1.48303 3.52739 0.010 -0.118 -0.196
P 2.01463 1.21113 -1.60885 0.203 1.288 0.655
P -2.09384 -0.38324 2.25054 1.102 -0.152 0.744
C -1.67340 -0.19434 -0.82587 -0.625 1.464 0.807
C -1.60627 0.16538 0.56599 -0.641 -1.072 -0.119
C 1.67624 2.91016 -2.05747 -0.623 0.607 -0.100
C 0.64886 3.22558 -2.97785 0.277 0.265 0.078
C 0.32308 4.56483 -3.22870 0.237 -0.137 0.262
C 0.96814 5.59924 -2.52370 -0.015 -0.535 0.081
C 1.92990 5.29095 -1.55051 0.007 -0.346 -0.183
C 2.29593 3.95595 -1.32335 -0.187 -0.162 -0.253
C 3.77400 1.04429 -1.19006 0.197 -0.261 0.071
C 4.18352 0.09045 -0.24264 -0.037 -0.353 0.105
C 5.52038 -0.24331 -0.07008 -0.072 0.526 -0.346
C 6.49627 0.44033 -0.80517 -0.267 -0.134 0.104
C 6.11704 1.47630 -1.66393 -0.098 0.210 0.026
C 4.76757 1.79454 -1.85518 -0.128 -0.299 -0.117
C -3.72226 0.27711 2.70358 -0.628 -0.122 0.219
C -3.98901 1.62817 2.41382 -0.115 -0.319 -0.385
C -5.27940 2.14118 2.56009 0.207 -0.082 0.265
C -6.29420 1.36359 3.13136 0.448 -0.192 -0.163
C -5.99508 0.06233 3.55074 0.082 0.198 0.115
C -4.71361 -0.47308 3.36403 -0.055 -0.115 -0.459
C -1.75820 -2.10585 2.61811 -0.570 -1.067 -0.303
C -0.67220 -2.55613 3.40371 -0.122 0.616 -0.121
C -0.46817 -3.91499 3.61664 -0.019 -0.189 -0.020
C -1.30774 -4.86575 3.02436 -0.235 0.425 -0.090
C -2.37196 -4.43564 2.21862 0.203 0.299 0.178
C -2.60603 -3.06585 2.03451 0.268 -0.404 -0.029
H -2.18027 0.55597 -1.45153 0.437 -0.544 -0.128
H -1.92613 1.19925 0.68124 0.273 0.198 -0.312
H 0.12491 2.42094 -3.50386 0.217 0.484 0.099
H -0.44123 4.80611 -3.96953 0.247 -0.090 0.242
H 0.70508 6.64231 -2.71962 0.083 -0.413 0.066
H 2.40378 6.09419 -0.97374 -0.186 -0.431 -0.272
H 3.04944 3.70389 -0.57564 -0.206 0.179 -0.160
H 3.45278 -0.43356 0.36416 0.047 0.098 -0.184
H 5.77493 -1.03307 0.63085 0.077 0.212 -0.092
H 7.54249 0.15492 -0.68657 -0.261 0.237 -0.113
H 6.88297 2.05140 -2.19080 -0.320 -0.214 0.153
H 4.47001 2.59790 -2.52466 0.202 -0.158 -0.018
H -3.17379 2.26127 2.06793 -0.297 0.079 -0.191
H -5.48744 3.15765 2.23645 0.084 -0.126 0.192
H -7.29570 1.78468 3.26498 0.405 -0.255 -0.089
H -6.77807 -0.53334 4.02474 0.376 0.125 -0.081
H -4.48639 -1.47678 3.72223 -0.153 0.129 -0.219
H 0.02237 -1.83415 3.84443 -0.285 -0.418 -0.149
H 0.35363 -4.23723 4.26348 -0.296 0.140 -0.311
H -1.14697 -5.93145 3.20189 -0.035 0.374 -0.094
H -3.02325 -5.16311 1.74271 0.063 0.123 0.109
H -3.43837 -2.74835 1.40386 0.091 -0.080 0.178
O 1.33830 1.40684 1.17336 -2.375 1.380 -1.869
N 0.29076 1.77784 0.46930 1.763 2.158 2.630
O -0.30327 2.81084 0.77088 0.819 -2.223 -1.033
O 1.60619 -1.06932 0.72765 0.285 -0.432 -0.049
```
Positions in Å, forces in eV/Å.